[1]
16
Properties=species:S:1:pos:R:3:forces:R:3:nbo_charge:R:1 method="wB97M-V/def2-TZVPD" homo_lumo_gap_ev=9.6 e_homo_ev=-8.53 lumo_energy_ev=1.094 smiles="[H]/N=C/N.NCN"
H -2.16293 2.54896 -0.39784 -0.0062 -0.0260 0.0099 0.342
N -1.43382 1.90637 -0.11241 0.1215 -0.7599 0.1716 -0.728
C -0.76480 2.41620 0.83834 0.2155 1.8371 -0.2959 0.284
N 0.28663 1.83554 1.46462 0.9190 -2.3739 -0.4230 -0.833
H -0.95998 3.44618 1.13808 0.0252 0.0264 0.4806 0.138
H 1.08693 2.18766 1.95817 -0.7040 1.3062 0.1560 0.401
H 0.62746 0.98769 1.01529 -0.5296 -0.0625 -0.1696 0.393
N 1.47658 -1.19436 -0.57364 -1.1981 -0.1349 1.0274 -0.864
C 0.34630 -2.04900 -0.93207 0.4018 -0.1310 -1.4540 -0.034
N -0.83806 -1.72808 -0.19160 0.3567 -0.1927 1.0080 -0.875
H 2.14413 -1.08267 -1.31642 0.2403 -0.2554 0.1915 0.375
H 1.84003 -1.55004 0.29845 0.7646 0.1878 -0.1900 0.358
H 0.24016 -1.88915 -2.01022 -0.3375 -0.0404 -0.1171 0.149
H 0.57136 -3.12206 -0.82208 0.1013 0.1300 0.1258 0.138
H -1.71891 -1.85998 -0.65597 0.0614 0.2694 -0.1128 0.374
H -0.74108 -0.85324 0.29932 -0.4319 0.2198 -0.4087 0.379



[2]
20
Properties=species:S:1:pos:R:3:forces:R:3:nbo_charge:R:1 method="wB97M-V/def2-TZVPD" homo_lumo_gap_ev=10.3 e_homo_ev=-9.41 lumo_energy_ev=0.877 smiles="CCn1nnn(CCCl)c1=O"
C -0.24401 0.68480 -2.56926 0.3334 0.4391 0.0947 -0.613
C 1.09951 0.69814 -1.84373 -0.2162 0.0893 -1.0593 -0.220
N 0.91504 1.13528 -0.46916 0.4188 0.2810 0.8963 -0.264
N 1.63198 2.15350 0.09527 -1.3403 -0.2986 2.2538 -0.027
N 1.32776 2.17791 1.36618 1.2508 0.8184 -1.3770 -0.036
N 0.47781 1.18654 1.66235 -0.8028 -0.4203 -1.0745 -0.250
C 0.08394 0.69268 3.00044 0.3274 1.2288 0.1459 -0.236
C 1.01264 -0.43264 3.34447 0.1314 -1.2422 -0.8982 -0.401
Cl 0.70143 -1.03588 4.97477 -0.0100 -0.0444 0.1894 -0.044
C 0.23662 0.44987 0.51950 0.3688 -1.2673 -0.0966 0.708
O -0.29529 -0.64850 0.46593 -0.3743 0.4297 -0.2973 -0.654
H -0.67007 1.69301 -2.55497 -0.1051 -0.2445 0.0043 0.211
H -0.12994 0.36920 -3.59164 0.2838 0.0328 -0.5246 0.216
H -0.90510 -0.03193 -2.13617 -0.6142 -0.2902 0.5766 0.229
H 1.54468 -0.30219 -1.87139 -0.0003 0.1550 0.2456 0.213
H 1.75772 1.37976 -2.42671 -0.1666 -0.2345 1.0776 0.230
H 0.13552 1.49536 3.73964 0.3256 0.1923 -0.3343 0.233
H -0.96581 0.37242 3.04117 0.3598 -0.0713 -0.6181 0.241
H 2.07948 -0.22572 3.22130 -0.2713 0.4418 0.2985 0.224
H 0.78965 -1.22807 2.61556 0.1013 0.0052 0.4973 0.240



[3]
21
Properties=species:S:1:pos:R:3:forces:R:3:nbo_charge:R:1 method="wB97M-V/def2-TZVPD" homo_lumo_gap_ev=8.3 e_homo_ev=-8.48 lumo_energy_ev=-0.189
C -1.02240 -0.02253 0.00869 1.3486 -2.4868 0.9928 -0.197
C 0.01262 0.93034 -0.37592 2.7253 0.0859 -0.9199 -0.363
C -1.73726 0.21216 1.32742 -0.0740 0.2490 -0.1548 -0.603
C -1.93791 -0.48650 -1.11274 0.1414 -0.0043 0.0628 -0.610
C 2.79511 0.39808 0.28858 -0.0137 -0.5500 0.3571 -0.744
C 1.71258 0.06506 -0.70224 -0.5343 2.0042 -1.4855 0.585
C 0.23191 -1.09435 0.26212 -4.8399 -0.5633 2.2342 0.374
O 1.91916 -0.25201 -1.84856 -0.1861 -0.0155 1.1445 -0.540
O 0.60651 -1.35937 1.40384 0.5684 0.5277 -1.8001 -0.580
H 0.22076 -1.75871 -0.60892 1.1167 0.0681 -0.1576 0.183
H 0.30253 1.64471 0.39092 0.0055 0.0802 -0.1143 0.225
H -0.02363 1.30750 -1.39514 -0.1338 0.3363 0.1354 0.230
H -2.70819 0.26479 -1.31427 0.0524 -0.0489 0.0033 0.218
H -1.03476 0.38582 2.14341 0.0261 -0.0065 -0.1069 0.229
H -2.33699 -0.66172 1.59467 0.0212 0.0739 -0.0540 0.218
H -2.40146 1.07826 1.24759 -0.0157 -0.0546 0.0525 0.207
H -2.43569 -1.42168 -0.84122 -0.0179 0.0858 0.0014 0.216
H -1.38662 -0.65631 -2.04129 0.0189 0.0203 0.0498 0.217
H 3.60415 -0.33181 0.20830 -0.0366 0.1030 -0.1098 0.245
H 3.19365 1.38659 0.05259 -0.1186 -0.0151 -0.0790 0.246
H 2.42593 0.37167 1.31217 -0.0537 0.1105 -0.0519 0.244



[4]
73
Properties=species:S:1:pos:R:3:forces:R:3:lowdin_spin:R:1 method="wB97M-V/def2-TZVPD" spin_multiplicity=6 homo_lumo_gap_ev="4.8 / 5.6" s_squared=8.787 e_homo_ev="-9.87 / -13.70" lumo_energy_ev="-5.114 / -8.138" total_charge=+2
C 1.86936 -1.14472 -1.03682 1.5579 0.8474 -3.0283 0.238
N 1.27336 -1.62296 0.07107 -2.5137 1.2793 1.9576 0.342
C 1.70804 -2.76936 0.61874 2.2870 -1.8455 0.2041 0.127
C 2.83330 -3.42576 0.12988 -1.9614 0.3724 1.7769 0.070
C 3.53849 -2.89482 -0.95328 1.0532 0.3973 -1.2909 0.246
C 3.03471 -1.74616 -1.56635 -0.9562 -0.1221 0.5193 0.011
Co -0.46210 -0.92269 0.79194 1.1454 -1.2698 0.1652 3.011
C 0.91671 -3.30777 1.77419 -0.1466 -0.2102 0.1675 0.019
N 0.17925 -2.23661 2.50797 -1.5500 0.0169 -1.0141 0.125
C 0.98464 -1.62460 3.58493 -0.0761 -0.0480 -0.0658 0.010
C 2.26854 -0.99346 3.09958 0.3889 0.1919 0.1596 0.006
C 1.00569 -0.37489 -1.99616 0.1105 -0.4549 -0.3619 0.051
P 0.07422 1.23487 -1.76146 0.2603 -2.1129 0.1270 0.031
C -1.04258 1.26942 -3.21621 -0.3588 0.3318 -0.2090 0.002
C -0.52381 2.30269 -4.22049 -0.1102 0.2029 -0.3651 0.001
C 0.87811 2.71865 -1.16012 0.0765 0.5872 -0.1857 0.006
C -0.20441 3.77470 -0.92032 -0.1236 0.3338 0.0231 0.003
C 1.61712 2.41150 0.14578 0.0726 -0.2902 0.1305 0.003
C 1.90450 3.20317 -2.18276 0.1632 0.1880 -0.0924 0.001
C -1.16039 -0.09170 -3.93737 0.0986 -0.0256 0.0286 0.002
C -2.43431 1.67272 -2.70288 -0.2085 0.1602 -0.0882 0.002
C -1.09907 -2.76481 3.10714 0.2898 -0.1548 0.4247 0.004
C -2.19710 -3.10648 2.11070 -0.1250 -0.0372 0.2229 0.000
H 3.10667 -4.34553 0.63175 0.1955 0.0095 -0.1558 0.001
H 4.41919 -3.41100 -1.35302 -0.4423 0.3235 0.1896 0.014
H 3.42708 -1.40523 -2.53019 -0.0246 0.0139 0.5066 -0.003
H 1.53493 -0.43162 -2.95901 -0.1737 0.8476 0.1877 0.000
H 2.08255 3.34487 0.48518 -0.0714 -0.1840 -0.0263 0.000
H 0.95002 2.05884 0.94359 0.0495 0.0297 -0.1790 0.001
H 2.41111 1.67206 -0.01249 -0.1219 0.0716 0.0935 0.002
H 2.40099 4.06957 -1.73387 0.1047 -0.1165 -0.2137 0.000
H 2.65173 2.42610 -2.38302 -0.0368 0.2153 -0.0105 0.000
H 1.44525 3.52118 -3.12139 0.1873 -0.0300 0.2025 0.000
H 0.28268 4.65059 -0.48394 -0.0720 0.0009 -0.0013 0.001
H -0.69149 4.10678 -1.84452 0.1180 -0.0999 0.2056 0.000
H -0.97998 3.43919 -0.21906 0.1477 0.0058 -0.0983 0.000
H -1.17407 2.26073 -5.10320 0.1648 0.0452 0.1239 0.000
H -0.57577 3.32766 -3.83133 0.0608 -0.2848 -0.1336 0.000
H 0.50080 2.08400 -4.55128 -0.2675 0.0676 0.0507 0.000
H -0.21209 -0.39130 -4.40279 -0.3452 0.0184 0.0986 0.000
H -1.51703 -0.89870 -3.28204 0.1520 0.2581 -0.2865 0.001
H -1.90423 0.03097 -4.73394 0.1634 0.0326 0.1297 0.000
H -2.43607 2.67485 -2.25660 -0.0389 -0.2251 -0.0664 0.000
H -3.11287 1.68874 -3.56358 0.0281 0.0462 0.1858 0.000
H -2.83194 0.95483 -1.97064 0.1261 0.2020 -0.2156 0.000
H 0.20647 -4.03966 1.36460 -0.0851 0.2718 0.3131 0.005
H 1.54984 -3.84494 2.49312 -0.0062 0.0470 -0.2200 0.003
H 0.34044 -0.88782 4.08889 0.2437 -0.2368 -0.1246 0.001
H 1.20146 -2.41831 4.31140 0.0006 0.0829 0.0030 0.005
H -1.48429 -1.97697 3.77993 0.2686 -0.3870 -0.1694 0.000
H -0.86079 -3.65419 3.73147 -0.0146 0.4938 -0.2952 0.004
H -2.95800 -3.69540 2.64429 0.1986 0.1587 -0.2837 0.000
H -2.68076 -2.18767 1.75656 0.0002 -0.2266 0.0244 0.000
H -1.84204 -3.67934 1.24602 -0.1323 0.0551 0.2688 0.000
H 2.86375 -0.72513 3.97883 -0.0559 0.0584 -0.1618 0.000
H 2.88033 -1.68333 2.49813 -0.2666 0.3243 0.1653 0.002
H 2.07725 -0.07239 2.52774 0.1360 -0.3207 -0.0070 0.002
H -0.83381 0.95620 -0.71660 0.1211 -0.0440 0.0340 0.006
C -2.81976 -1.62815 -0.86145 -1.0373 -0.9678 0.1704 0.053
H -3.22942 -2.65101 -0.66743 0.0311 0.7495 -0.4469 0.014
H -2.91350 -1.40435 -1.95879 0.4090 -0.2957 1.0549 0.012
H -3.49080 -0.92414 -0.30542 0.8972 -0.2604 -0.2264 0.004
O -1.47294 -1.72115 -0.41134 -0.4320 1.1298 -0.1673 0.469
H 0.09682 -0.96467 -2.22350 0.3338 -0.0182 0.4037 0.008
C -0.26833 1.81318 3.67206 0.3382 0.2104 0.2312 0.001
C -1.35673 1.44491 2.72771 -1.0265 -0.4628 -0.9634 0.009
N -2.52645 2.07299 2.85627 0.4922 -0.1833 0.1900 0.007
O -1.23986 0.57629 1.79883 0.2003 0.5415 0.6891 0.067
H -0.33528 2.88541 3.91870 0.0991 -0.4223 -0.0566 0.000
H 0.71241 1.59707 3.22848 -0.3267 0.0202 0.2403 0.000
H -0.38593 1.24657 4.61377 0.0719 0.1861 -0.4077 0.000
H -3.33315 1.84333 2.27676 0.4256 0.0370 0.2602 0.000
H -2.63665 2.73411 3.61862 -0.1614 -0.1265 -0.3115 0.001



[5]
13
Properties=species:S:1:pos:R:3:forces:R:3:nbo_charge:R:1 method="wB97M-V/def2-TZVPD" homo_lumo_gap_ev=10.5 e_homo_ev=-9.72 lumo_energy_ev=0.810 smiles="[H]/N=C/OCC(N)=O"
H 1.80026 1.01247 -1.81073 0.0084 -0.1440 0.0229 0.363
N 1.20512 0.49513 -1.16981 0.2209 -0.0113 0.2930 -0.766
C 1.65837 0.58724 0.01035 0.0104 0.0752 -0.2205 0.435
O 1.09134 0.06148 1.09383 -0.0309 0.1354 0.0065 -0.477
C -0.06585 -0.77573 0.98027 -0.0900 -0.1576 0.0439 -0.173
C -1.35524 -0.10184 0.47078 -0.1272 0.0611 0.0679 0.639
N -1.56486 -0.18532 -0.87258 -0.0468 0.1740 0.0815 -0.829
O -2.15774 0.36062 1.26096 0.2518 -0.1361 -0.2237 -0.594
H 2.57277 1.10883 0.30480 -0.1400 0.0041 -0.0525 0.160
H 0.17710 -1.65980 0.38181 0.0036 0.1599 -0.0197 0.196
H -0.27138 -1.06228 2.01103 0.0134 -0.0607 -0.1648 0.225
H -2.36164 0.33582 -1.21120 0.0628 -0.0595 0.0434 0.394
H -0.72825 -0.17663 -1.44950 -0.1364 -0.0403 0.1223 0.426



It is found that the energy values, taken in the order of the records, are -301.1932 -950.3516 -424.2978 -2902.9159 -377.9090 hartree.